{"formula": "C18H25NO4", "method": "ωB97M-V with the def2-TZVPD basis set", "e_homo_ev": -8.00, "relative_energy_kcal_mol": 66.6, "smiles": "Oc1ccc2c(c1)CCN(C1CCC3(CC1)OCCO3)C[C@H]2O", "e_tot_ha": -1056.5744, "lumo_energy_ha": 0.0259, "total_charge": 0, "species": ["O", "O", "O", "O", "C", "C", "C", "C", "C", "C", "N", "C", "C", "C", "C", "C", "C", "C", "C", "C", "C", "C", "C", "H", "H", "H", "H", "H", "H", "H", "H", "H", "H", "H", "H", "H", "H", "H", "H", "H", "H", "H", "H", "H", "H", "H", "H", "H"], "coordinates": [[4.0191, -5.9733, 1.4460], [1.5897, -0.2377, 2.0270], [-3.4913, 3.8985, -0.4794], [-1.2138, 3.8697, -0.7144], [4.3002, -3.6283, 1.5683], [2.3025, -4.4741, 0.5813], [3.8084, -2.3407, 1.3553], [3.5305, -4.7266, 1.2078], [1.7533, -3.1908, 0.3885], [2.5374, -2.1014, 0.8076], [-0.1948, -0.6632, -0.1781], [-3.1372, 5.1475, -1.0314], [-1.6705, 4.9934, -1.4260], [0.3979, -3.1016, -0.2601], [2.1097, -0.6092, 0.7545], [-0.5396, -2.0203, 0.3100], [1.2137, -0.3116, -0.4212], [-2.3026, 2.2977, 0.8151], [-2.4655, 1.9931, -1.7099], [-1.0596, 1.3345, 0.8185], [-1.3644, 0.9221, -1.5805], [-2.3659, 3.0061, -0.5552], [-1.2552, 0.2953, -0.2094], [3.3589, -6.6030, 1.1348], [0.6738, -0.5913, 2.0780], [5.2725, -3.8090, 2.0288], [1.7466, -5.3104, 0.2484], [4.4659, -1.4960, 1.5938], [-3.3084, 6.0099, -0.3487], [-3.7304, 5.3816, -1.9394], [-1.1000, 5.8535, -1.0855], [-1.5443, 4.8575, -2.5094], [-0.1132, -4.0680, -0.0896], [0.4981, -2.9826, -1.3479], [3.0439, -0.0500, 0.6193], [-0.5663, -2.0841, 1.4140], [-1.5621, -2.2728, -0.0214], [1.3138, 0.7415, -0.7151], [1.5731, -0.8688, -1.3118], [-3.2277, 1.7748, 1.0583], [-2.1682, 3.0541, 1.6000], [-3.4411, 1.4890, -1.5784], [-2.4449, 2.5513, -2.6520], [-0.1743, 1.8894, 0.6600], [-0.9777, 0.8342, 1.7962], [-0.3873, 1.3997, -1.8669], [-1.4998, 0.1423, -2.2960], [-2.2028, -0.2219, 0.0162]], "forces_ev_per_a": [[-0.296, -0.081, -0.169], [-0.809, 0.070, -0.335], [0.180, -0.170, -0.293], [-0.733, -0.941, 0.344], [0.172, 0.187, 0.211], [0.482, 0.502, 0.472], [0.100, -0.460, -0.110], [-0.513, 1.241, -0.442], [1.227, -0.344, 0.492], [0.136, 0.614, 0.001], [0.368, -1.847, 0.067], [-0.321, 0.762, -0.867], [0.144, 0.408, 0.008], [-0.509, -0.162, 0.432], [0.879, -1.485, 0.326], [0.454, 0.592, -0.789], [-1.207, -0.132, -0.671], [1.784, 0.218, -0.047], [-0.327, -0.053, 0.949], [-2.433, 0.604, 1.651], [0.731, 1.517, -0.794], [-0.155, 0.262, 0.992], [0.106, -0.033, -0.544], [0.134, -0.138, 0.066], [0.857, 0.361, -0.101], [-0.214, 0.179, -0.156], [-0.685, -0.854, -0.309], [-0.431, -0.272, 0.044], [0.124, -0.862, 0.045], [0.053, -0.292, 0.407], [0.227, 0.039, -0.205], [-0.015, 0.040, 0.152], [0.264, 0.348, -0.177], [-0.099, 0.102, 0.188], [-0.213, 0.056, 0.173], [0.134, -0.122, -0.100], [0.328, 0.279, 0.022], [-0.376, -0.161, 0.317], [0.115, 0.147, 0.436], [-0.035, -0.112, -0.378], [-0.076, 0.007, -0.332], [0.212, 0.348, -0.302], [-0.011, -0.347, -0.012], [1.012, 0.668, -0.196], [-0.020, 0.327, -0.117], [-0.707, -0.357, 0.440], [-0.297, -0.600, -0.666], [0.260, -0.054, -0.122]], "lowdin_charge": [0.057, -0.016, -0.051, -0.046, -0.015, 0.020, -0.021, -0.321, -0.162, -0.117, -0.133, -0.165, -0.172, -0.123, -0.310, -0.148, -0.109, -0.047, -0.065, -0.127, -0.122, -0.471, -0.375, 0.104, 0.078, 0.119, 0.100, 0.121, 0.127, 0.122, 0.123, 0.121, 0.118, 0.129, 0.142, 0.121, 0.120, 0.124, 0.134, 0.125, 0.127, 0.134, 0.124, 0.107, 0.123, 0.131, 0.107, 0.157]}